1.
One molecule with the formula C26H46N2O10. Source: OMol25; level of theory: the ωB97M-V functional and the def2-TZVPD basis.

spin multiplicity	1
relative energy (zero: lowest compared OMol25 entry of this formula, charge and spin)	0.0	kJ/mol
LUMO level	0.02965	Eh
gap between HOMO and LUMO	9.6	eV

```
84
C26H46N2O10, DFT the ωB97M-V functional and the def2-TZVPD basis
H -2.74 -2.03 -0.56
H -0.94 0.70 2.01
C 3.30 -1.96 0.09
H 4.82 1.09 2.20
H -4.77 0.24 -0.67
H 7.10 1.97 1.62
C -2.87 1.52 0.39
H -1.54 -1.67 3.79
O -2.84 -0.72 -2.15
C 6.78 0.99 1.27
H -1.15 -1.57 -4.88
H 0.45 -5.53 0.32
H 7.16 0.23 1.95
C -0.47 1.16 -3.24
H 1.08 -1.17 -1.11
C 2.24 0.59 -1.48
C -0.18 1.12 -1.73
C -2.12 4.35 1.47
H 1.62 -0.96 -2.78
H -0.18 5.07 0.84
H -2.25 -0.20 -4.55
C -2.68 -0.56 1.73
H -0.93 -5.71 -0.78
H 0.22 1.87 -3.71
H -1.95 3.84 2.42
H 0.92 -0.83 2.17
C -0.39 -5.01 -0.14
H -4.84 -1.11 0.50
H 2.39 -2.39 0.51
H -2.29 5.41 1.66
H -0.46 0.16 -1.31
H 4.86 1.68 0.52
H -1.18 -1.94 -2.29
C -1.32 -4.47 0.93
O 3.39 0.99 -1.34
H -0.01 -4.20 -0.76
C 5.26 0.93 1.21
O -0.29 -0.06 -3.91
H 1.60 2.11 1.05
H -1.13 4.30 -0.45
H -1.82 1.70 0.61
H -3.65 2.39 2.22
O 4.88 -0.35 0.73
C 1.92 -0.86 -1.74
H -0.80 1.88 -1.25
H 0.86 3.51 -1.57
H 1.69 3.89 0.88
H 2.52 3.00 -1.16
C -4.18 -0.51 -0.13
O -3.30 3.90 0.85
C -0.35 -2.38 1.45
C -3.48 -1.44 -1.11
C 1.46 2.81 -0.98
C -1.64 0.12 2.61
H -1.50 1.51 -3.39
C 0.25 -1.58 2.59
H 2.99 -2.73 -1.90
C 3.59 -0.65 0.78
O -3.05 -1.71 1.94
N 1.19 1.45 -1.41
H -2.59 -2.43 -3.27
H -1.72 -5.28 1.55
C -0.85 4.23 0.61
C 3.12 -1.75 -1.43
H 0.81 -2.27 3.22
O 2.76 0.03 1.34
H -4.22 -2.14 -1.55
C -1.45 -0.83 -4.13
C -2.01 -1.56 -2.91
O -0.64 -3.61 1.85
N -3.23 0.17 0.73
H -2.15 -3.92 0.48
H 7.19 0.81 0.28
O -0.52 -1.97 0.33
H 4.14 -2.63 0.26
H -2.16 0.80 3.28
C 1.18 2.97 0.52
C -0.85 -0.91 3.42
C -3.71 2.58 1.14
H -0.38 -0.42 4.27
H -3.02 1.65 -0.69
H 4.03 -1.28 -1.83
O -0.18 3.02 0.89
H -4.75 2.53 0.83
```

Just the Löwdin charges please, in e? Sure, here they are: H 0.093; H 0.111; C -0.067; H 0.125; H 0.131; H 0.076; C -0.134; H 0.117; O -0.140; C -0.062; H 0.128; H 0.079; H 0.076; C -0.157; H 0.092; C -0.427; C -0.105; C -0.171; H 0.124; H 0.126; H 0.130; C -0.439; H 0.077; H 0.133; H 0.132; H 0.098; C -0.057; H 0.128; H 0.112; H 0.126; H 0.112; H 0.118; H 0.119; C -0.201; O 0.050; H 0.063; C -0.220; O -0.145; H 0.118; H 0.130; H 0.085; H 0.121; O 0.008; C -0.080; H 0.099; H 0.127; H 0.125; H 0.124; C -0.100; O -0.132; C -0.502; C -0.188; C -0.104; C -0.077; H 0.123; C -0.076; H 0.114; C -0.506; O 0.062; N -0.035; H 0.129; H 0.127; C -0.180; C -0.154; H 0.130; O 0.080; H 0.133; C -0.179; C -0.188; O 0.010; N -0.031; H 0.110; H 0.078; O 0.078; H 0.125; H 0.126; C -0.159; C -0.157; C -0.171; H 0.116; H 0.131; H 0.119; O -0.187; H 0.128

2.
A 4-piece molecular cluster, C26H46NO13P3S overall at a distorted geometry. Source: OMol25; level of theory: the ωB97M-V functional and the def2-TZVPD basis.

spin multiplicity	1
LUMO level	-0.07035	Eh
gap between HOMO and LUMO	6.2	eV

```
90
C26H46NO13P3S, DFT the ωB97M-V functional and the def2-TZVPD basis
H 2.67 5.35 -0.60
C -3.80 -4.32 6.47
H 1.35 -2.38 3.83
C -1.72 1.69 -6.40
C 4.48 2.90 -3.56
H 5.15 -0.83 0.47
H 2.70 -3.36 4.42
H 5.10 2.22 -4.14
O -3.30 -5.55 5.92
P 2.94 -0.73 2.01
C -0.57 0.22 -1.80
H -1.82 5.29 -2.28
O 4.11 3.95 -0.97
H 3.70 3.31 -4.20
C -1.30 1.99 -0.35
C -2.40 4.67 -2.96
H -4.08 5.17 -4.24
H 7.12 2.35 0.24
P 5.63 4.10 -1.50
H -2.98 -3.85 7.01
C 7.73 2.91 -0.47
P -3.49 -5.77 4.31
H 2.89 1.88 1.50
C -0.64 1.02 -4.39
H -1.81 -6.58 2.08
H -3.46 6.50 -3.28
O 2.66 0.02 0.56
O 6.07 5.46 -1.14
O 3.26 -1.74 3.31
H -4.42 5.28 -2.48
H 2.23 -3.46 2.72
H -1.43 3.04 -0.15
C 2.32 -2.79 3.58
H -6.54 -5.75 5.85
H 3.54 1.74 -0.14
H -4.60 -4.56 7.16
C 2.73 1.45 0.52
H -4.06 -1.99 1.81
H -0.82 -1.80 -1.10
C 3.15 4.89 -1.46
C -1.89 2.95 -5.86
O -5.10 -5.57 4.40
H -6.49 -7.08 4.67
H 5.91 0.66 1.05
O -2.82 -4.58 3.73
H 0.70 2.50 -2.57
H -4.17 -3.65 5.70
H 3.61 5.66 -2.08
C 5.47 -0.29 1.36
H -2.82 -7.96 1.60
H -5.27 -6.97 5.96
S 0.15 -0.20 -3.37
H -2.01 -7.98 3.18
C -1.72 1.02 0.55
H 1.79 1.81 0.11
C -3.52 -2.98 -0.06
H 6.23 -0.88 1.89
H 8.09 3.83 0.00
H 2.40 4.35 -2.04
H -0.93 -0.30 -6.03
C -0.80 2.28 -3.82
O 4.39 -0.01 2.25
H -2.40 3.71 -6.45
H -2.59 3.72 -2.45
C -0.96 -0.75 -0.90
C -0.73 1.58 -1.55
C -3.47 -1.79 0.91
H -1.38 -2.26 1.28
N -0.31 2.58 -2.50
C -1.43 3.26 -4.58
C -5.88 -6.39 5.27
H 8.58 2.30 -0.76
C -2.50 -7.35 2.44
H -4.52 -3.40 -0.19
H -2.19 1.29 1.48
C -2.02 -1.38 1.28
H -3.19 -2.64 -1.04
O -1.61 4.54 -4.15
O 6.99 3.22 -1.67
C -1.09 0.71 -5.66
H -2.09 -0.91 2.26
H -2.09 1.43 -7.39
O 1.82 -0.02 2.71
H -2.83 -3.75 0.28
C -3.69 5.44 -3.26
H 4.00 2.35 -2.75
O -3.68 -6.73 2.99
C -1.55 -0.33 0.30
O 5.29 3.98 -3.08
H -3.97 -0.96 0.41
```

Just the Löwdin charges please, in e? Sure, here they are: H 0.098; C -0.099; H 0.081; C -0.076; C -0.105; H 0.084; H 0.085; H 0.089; O -0.283; P 0.639; C -0.443; H 0.116; O -0.285; H 0.090; C -0.013; C -0.239; H 0.074; H 0.061; P 0.473; H 0.095; C -0.088; P 0.545; H 0.093; C -0.451; H 0.082; H 0.072; O -0.300; O -0.228; O -0.237; H 0.074; H 0.079; H 0.114; C -0.115; H 0.087; H 0.061; H 0.088; C -0.099; H 0.099; H 0.113; C -0.077; C -0.003; O -0.265; H 0.087; H 0.064; O -0.243; H 0.118; H 0.088; H 0.093; C -0.104; H 0.088; H 0.083; S 1.028; H 0.083; C -0.026; H 0.087; C -0.106; H 0.089; H 0.090; H 0.078; H 0.101; C -0.205; O -0.257; H 0.119; H 0.106; C -0.042; C -0.290; C -0.239; H 0.111; N 0.069; C -0.229; C -0.114; H 0.090; C -0.103; H 0.068; H 0.118; C -0.149; H 0.063; O -0.050; O -0.204; C -0.107; H 0.111; H 0.106; O -0.248; H 0.065; C -0.062; H 0.074; O -0.216; C -0.229; O -0.243; H 0.106

DFT total energy
In order: -1880.254676 -3473.387460
Unit: a.u.